Entry 1:
# C4H9N2

A 2-piece molecular cluster, C4H9N2 overall at a distorted geometry (the ωB97M-V functional and the def2-TZVPD basis, the OMol25 dataset).

XYZ file:
```
15
Properties=species:S:1:pos:R:3:nbo_charge:R:1
C -2.41 -0.14 -1.30 0.227
C 0.02 0.68 0.87 -0.070
C 0.35 -0.52 1.10 -0.139
C 1.17 -1.53 0.35 -0.640
N -1.70 0.73 -1.45 -0.415
N 0.51 1.56 -0.27 -0.775
H -3.02 -1.02 -1.39 0.266
H -0.52 1.34 1.46 0.216
H -0.04 -1.10 1.91 0.246
H 1.70 -1.10 -0.46 0.200
H 0.42 -2.19 -0.10 0.241
H 1.85 -2.06 0.96 0.252
H 1.42 1.24 -0.66 0.441
H 0.50 2.60 0.14 0.461
H -0.25 1.51 -1.15 0.490
```

The value obtained for the frontier orbital gap is 11.6 eV. The HOMO energy is -14.78 eV. As for the lowest unoccupied orbital energy: -3.2 eV. As for the total charge: +1.



Entry 2:
# C11H19N2

An isolated ion of composition C11H19N2 and charge +1 at a distorted geometry (the ωB97M-V functional and the def2-TZVPD basis, the OMol25 dataset).

XYZ file:
```
32
Properties=species:S:1:pos:R:3:nbo_charge:R:1
C -3.78 -0.85 1.61 -0.632
C -3.66 -1.88 0.30 -0.416
C -2.14 -2.48 0.16 -0.419
C -1.39 -1.70 -1.11 -0.424
C 0.23 -1.98 -1.05 -0.422
C 1.09 -0.79 -0.34 -0.407
C 1.18 0.57 -1.27 -0.480
C 2.01 1.76 -0.47 0.305
C 3.05 1.39 0.78 -0.197
C 3.78 2.73 1.37 -0.141
C 3.48 4.21 0.75 0.001
N 2.49 4.34 -0.34 -0.123
N 1.90 3.21 -0.82 -0.303
H -3.37 -1.36 2.61 0.218
H -4.90 -0.50 1.71 0.230
H -3.12 0.11 1.40 0.194
H -3.91 -1.28 -0.69 0.204
H -4.48 -2.74 0.36 0.224
H -2.21 -3.66 -0.03 0.223
H -1.50 -2.35 1.13 0.200
H -1.67 -0.55 -1.01 0.197
H -1.89 -2.17 -2.08 0.234
H 0.38 -3.01 -0.47 0.242
H 0.65 -2.11 -2.16 0.219
H 0.65 -0.48 0.70 0.222
H 2.19 -1.16 -0.17 0.215
H 1.77 0.27 -2.24 0.269
H 0.13 0.96 -1.61 0.259
H 3.25 0.30 1.17 0.297
H 4.56 2.66 2.26 0.278
H 4.04 5.14 1.17 0.287
H 1.21 3.40 -1.61 0.446
```

Its SMILES is CCCCCCCc1cccn[nH+]1. The value obtained for the frontier orbital gap is 7.7 eV. The HOMO energy is -12.99 eV. As for the lowest unoccupied orbital energy: -5.3 eV. As for the total charge: +1.



Entry 3:
# C3H6N2O2

C3H6N2O2 in the gas phase at a distorted geometry (the ωB97M-V functional and the def2-TZVPD basis, the OMol25 dataset).

XYZ file:
```
13
Properties=species:S:1:pos:R:3:nbo_charge:R:1
C 0.98 1.74 -0.98 -0.731
C 0.20 0.49 -0.79 0.794
C -0.62 -1.06 0.57 0.659
H 2.11 1.72 -0.74 0.258
H 0.63 2.56 -0.48 0.240
H 0.62 1.96 -2.09 0.253
H -0.03 -0.63 2.54 0.364
H -0.91 -1.98 2.54 0.369
H -0.79 -1.82 -1.21 0.408
N -0.89 -0.97 2.05 -0.847
N -1.11 -1.88 -0.19 -0.687
O -0.33 -0.13 -1.68 -0.580
O 0.15 0.00 0.46 -0.499
```

Its SMILES is [H]/N=C(/N)OC(C)=O. The value obtained for the frontier orbital gap is 10.1 eV. The HOMO energy is -9.45 eV. As for the lowest unoccupied orbital energy: 0.6 eV.



Entry 4:
# C48H32ClCoIN5O4P

C48H32ClCoIN5O4P as an isolated structure (the ωB97M-V functional and the def2-TZVPD basis, the OMol25 dataset).

XYZ file:
```
93
Properties=species:S:1:pos:R:3:lowdin_charge:R:1
Co -0.66 0.71 1.40 0.419
C 0.02 -3.79 -11.44 -0.084
O 0.43 -4.52 -10.31 -0.076
C 0.22 -3.98 -9.09 -0.281
C 0.63 -4.76 -8.00 0.003
C 0.46 -4.30 -6.71 -0.025
C -0.11 -3.05 -6.47 -0.159
C -0.51 -2.28 -7.57 -0.011
C -0.35 -2.73 -8.86 -0.009
C -0.30 -2.52 -5.14 -0.265
N -0.96 -1.41 -4.86 0.189
C -0.90 -1.27 -3.51 -0.165
C -0.18 -2.32 -2.95 -0.127
N 0.19 -3.11 -4.00 0.187
C 0.03 -2.47 -1.55 -0.072
C 0.70 -3.53 -0.94 -0.001
C 0.78 -3.55 0.44 -0.035
C 0.18 -2.52 1.17 -0.094
N -0.46 -1.51 0.61 0.109
C -0.51 -1.45 -0.73 -0.128
C -1.18 -0.30 -1.31 -0.107
N -1.56 0.67 -0.46 0.085
C -2.31 1.66 -0.91 -0.073
C -2.66 1.78 -2.26 -0.019
C -2.19 0.85 -3.17 0.017
C -1.44 -0.23 -2.69 -0.068
H 0.26 -4.41 -12.30 0.094
H 0.56 -2.84 -11.52 0.097
H -1.06 -3.60 -11.42 0.097
H 1.07 -5.73 -8.19 0.120
H 0.77 -4.94 -5.90 0.105
H -0.96 -1.31 -7.38 0.113
H -0.67 -2.11 -9.68 0.105
H 0.76 -3.93 -3.97 0.148
H 1.14 -4.33 -1.52 0.112
H 1.29 -4.34 0.96 0.107
H 0.20 -2.53 2.24 0.091
H -2.65 2.37 -0.18 0.100
H -3.27 2.61 -2.58 0.109
H -2.40 0.92 -4.22 0.119
Cl 3.97 5.20 -1.29 0.675
C 3.11 3.82 -0.68 -0.623
C 3.70 2.58 -0.74 -0.177
C 3.03 1.46 -0.26 -0.647
I 3.91 -0.42 -0.34 0.896
C 1.75 1.53 0.29 -0.442
O 1.14 0.50 0.74 -0.202
C 1.16 2.85 0.38 -0.148
N -0.06 2.91 0.96 0.108
C -0.67 4.07 1.02 -0.100
C -0.11 5.26 0.53 -0.030
C 1.14 5.22 -0.03 -0.018
C 1.82 3.99 -0.12 -0.174
H 4.69 2.47 -1.17 0.092
H -1.66 4.09 1.48 0.103
H -0.66 6.18 0.61 0.106
H 1.61 6.12 -0.41 0.089
O -3.59 2.77 2.06 0.036
C -2.78 2.05 2.63 -0.606
O -2.41 0.88 2.21 -0.146
C -2.15 2.55 3.92 -0.146
C -2.74 3.62 4.58 -0.014
C -2.23 4.09 5.77 -0.068
C -1.10 3.50 6.32 -0.070
C -0.50 2.44 5.67 -0.062
C -1.02 1.95 4.48 -0.265
P -0.19 0.55 3.65 1.137
C -0.94 -0.89 4.47 -0.307
C -2.29 -0.86 4.79 -0.064
C -2.91 -1.97 5.34 -0.068
C -2.18 -3.12 5.60 -0.084
C -0.82 -3.16 5.30 -0.083
C -0.21 -2.05 4.73 -0.135
C 1.51 0.71 4.30 -0.337
C 2.28 1.68 3.66 -0.082
C 3.58 1.93 4.05 -0.062
C 4.13 1.20 5.09 -0.078
C 3.37 0.25 5.75 -0.078
C 2.06 0.01 5.36 -0.099
H -3.61 4.07 4.12 0.118
H -2.70 4.93 6.28 0.104
H -0.69 3.86 7.25 0.105
H 0.39 1.99 6.10 0.101
H -2.88 0.02 4.59 0.102
H -3.96 -1.94 5.58 0.107
H -2.66 -3.98 6.04 0.102
H -0.24 -4.04 5.50 0.104
H 0.85 -2.10 4.51 0.098
H 1.84 2.26 2.86 0.093
H 4.16 2.69 3.54 0.110
H 5.15 1.38 5.40 0.103
H 3.78 -0.30 6.58 0.104
H 1.47 -0.71 5.91 0.096
```

Its spin multiplicity is 2. The value obtained for the frontier orbital gap (spin up / spin down) is 7.0 / 7.0 eV. The HOMO energy (spin up / spin down) is -7.10 / -7.08 eV. As for the lowest unoccupied orbital energy (spin up / spin down): -0.1 / -0.1 eV.



Entry 5:
# C11H29AlO14S4

C11H29AlO14S4 as an isolated structure at a distorted geometry (the ωB97M-V functional and the def2-TZVPD basis, the OMol25 dataset).

XYZ file:
```
59
Properties=species:S:1:pos:R:3:nbo_charge:R:1
Al 3.95 5.34 1.37 1.000
O 1.38 1.15 0.97 -0.352
H 1.56 0.33 1.47 0.439
O 1.53 -5.64 1.78 -0.849
S 2.79 -5.87 1.08 2.294
O 3.82 -6.73 1.70 -0.857
O 2.35 -6.49 -0.40 -0.664
C 3.25 -7.43 -1.02 -0.080
C 4.64 -6.80 -1.29 -0.654
C 3.42 -4.28 0.60 -0.856
H 2.81 -7.77 -1.96 0.217
H 3.38 -8.31 -0.38 0.212
H 4.54 -5.89 -1.88 0.208
H 5.22 -7.38 -2.01 0.245
H 5.20 -6.63 -0.37 0.230
H 2.65 -3.77 0.02 0.257
H 4.34 -4.42 0.02 0.260
H 3.61 -3.86 1.59 0.256
O 0.31 2.03 6.25 -0.876
S -0.44 0.79 6.52 2.254
O 0.12 -0.52 6.23 -0.875
O -0.96 0.84 8.13 -0.605
C -1.14 -0.41 8.66 -0.103
C -2.22 -0.48 9.81 -0.633
C -2.17 1.02 5.83 -0.812
H -0.23 -0.62 9.22 0.234
H -1.23 -1.23 7.94 0.222
H -2.25 -1.44 10.33 0.243
H -3.23 -0.51 9.39 0.227
H -2.10 0.27 10.59 0.238
H -2.80 1.62 6.49 0.271
H -2.62 0.03 5.84 0.246
H -2.01 1.36 4.80 0.249
O 3.59 4.92 -6.97 -0.853
S 2.53 5.07 -5.96 2.266
O 2.73 5.71 -4.65 -0.898
O 1.25 5.82 -6.59 -0.671
C 1.47 6.93 -7.44 -0.097
C 0.72 8.10 -6.91 -0.631
C 1.59 3.45 -5.57 -0.784
H 1.40 6.76 -8.51 0.223
H 2.52 7.20 -7.45 0.203
H 1.22 8.48 -6.01 0.224
H -0.34 7.87 -6.79 0.226
H 0.71 8.87 -7.68 0.234
H 2.38 2.80 -5.21 0.241
H 1.27 3.13 -6.56 0.251
H 0.78 3.76 -4.91 0.251
C -4.91 -1.42 -1.35 -0.118
C -4.81 0.02 -1.34 -0.118
O -5.50 0.40 -2.56 -0.651
S -6.84 -0.59 -2.78 2.450
O -7.10 -0.89 -4.18 -0.796
O -7.89 -0.04 -1.94 -0.824
O -6.06 -1.83 -2.04 -0.618
H -4.96 -1.84 -0.35 0.223
H -4.09 -2.05 -1.70 0.230
H -3.80 0.44 -1.29 0.226
H -5.34 0.61 -0.59 0.228
```

The value obtained for the frontier orbital gap is 1.4 eV. The HOMO energy is -14.30 eV. As for the lowest unoccupied orbital energy: -12.9 eV. As for the total charge: +2.



Entry 6:
# C26H29InN5S3Sb

C26H29InN5S3Sb as an isolated structure (the ωB97M-V functional and the def2-TZVPD basis, the OMol25 dataset).

XYZ file:
```
65
Properties=species:S:1:pos:R:3:nbo_charge:R:1
In -0.22 0.02 -0.96 0.769
C 3.23 -1.45 -2.68 -0.644
C 3.05 -0.57 -1.46 -0.047
C 2.93 -1.14 -0.18 -0.019
C 2.98 -2.65 -0.05 -0.639
C 2.78 -0.30 0.94 -0.026
C 2.73 -0.83 2.36 -0.639
C 2.73 1.09 0.77 -0.003
C 2.54 2.03 1.94 -0.644
C 2.87 1.65 -0.50 -0.040
C 2.89 3.15 -0.64 -0.646
C 3.04 0.82 -1.61 0.071
C 3.26 1.45 -2.98 -0.661
H 3.17 -2.51 -2.45 0.223
H 4.20 -1.27 -3.15 0.230
H 2.47 -1.24 -3.43 0.213
H 3.95 -3.03 -0.39 0.231
H 2.21 -3.13 -0.66 0.216
H 2.84 -3.00 0.97 0.207
H 3.55 -0.42 2.95 0.232
H 2.81 -1.91 2.42 0.209
H 1.80 -0.54 2.86 0.209
H 1.63 2.63 1.82 0.220
H 3.37 2.74 2.00 0.228
H 2.47 1.52 2.89 0.221
H 3.77 3.58 -0.15 0.229
H 2.02 3.61 -0.15 0.218
H 2.90 3.48 -1.67 0.223
H 4.19 2.01 -3.00 0.229
H 2.45 2.14 -3.23 0.215
H 3.30 0.71 -3.77 0.222
N -0.81 -2.25 3.42 -0.559
C -0.56 -2.13 2.11 0.347
N -1.22 -1.37 1.29 -0.595
C -2.28 -0.61 1.81 0.396
N -3.04 0.09 1.04 -0.326
N -2.69 0.00 -0.28 -0.351
C -3.64 -0.08 -1.12 0.102
C -3.31 -0.25 -2.55 0.144
C -4.30 -0.25 -3.52 -0.204
C -3.95 -0.48 -4.84 -0.137
C -2.62 -0.69 -5.15 -0.239
C -1.69 -0.65 -4.13 0.056
N -2.02 -0.45 -2.85 -0.513
C -2.55 -0.64 3.25 -0.160
C -3.56 0.13 3.84 -0.134
C -3.78 0.05 5.20 -0.212
C -3.01 -0.81 5.99 -0.157
C -2.02 -1.58 5.42 -0.261
C -1.80 -1.49 4.05 0.237
H -0.24 -2.88 3.98 0.424
H 0.26 -2.72 1.72 0.206
H -4.68 -0.10 -0.81 0.206
H -5.33 -0.07 -3.24 0.236
H -4.71 -0.48 -5.61 0.235
H -2.30 -0.88 -6.17 0.237
H -0.63 -0.79 -4.33 0.206
H -4.15 0.78 3.21 0.245
H -4.56 0.64 5.66 0.231
H -3.19 -0.88 7.05 0.231
H -1.42 -2.25 6.02 0.223
S -4.24 3.47 -2.79 -0.689
Sb -2.40 4.69 -2.71 1.028
S -0.96 3.41 -0.95 -0.121
S -0.49 2.89 -2.80 -0.139
```

Its spin multiplicity is 2. The value obtained for the frontier orbital gap (spin up / spin down) is 7.3 / 5.7 eV. The HOMO energy (spin up / spin down) is -10.55 / -10.54 eV. As for the lowest unoccupied orbital energy (spin up / spin down): -3.3 / -4.8 eV. As for the total charge: +1.



Entry 7:
# C24H44Cl16O6

A 10-piece molecular cluster, C24H44Cl16O6 overall at a distorted geometry (the ωB97M-V functional and the def2-TZVPD basis, the OMol25 dataset).

XYZ file:
```
90
Properties=species:S:1:pos:R:3:lowdin_charge:R:1
C -1.35 -7.65 -3.88 -0.013
C -0.74 -9.03 -4.33 -0.320
C -1.19 -10.26 -3.52 -0.088
O -1.75 -11.14 -4.48 0.095
C -1.49 -10.75 -5.69 -0.490
O -1.63 -11.37 -6.76 0.113
O -1.09 -9.40 -5.64 0.062
H -1.12 -7.29 -2.87 0.082
H -2.42 -7.83 -3.98 0.079
H -1.20 -6.83 -4.58 0.077
H 0.34 -8.97 -4.22 0.140
H -1.84 -9.99 -2.69 0.131
H -0.39 -10.79 -3.01 0.131
C 4.42 0.72 -9.22 -0.016
C 3.27 1.63 -9.63 -0.359
C 2.39 2.14 -8.47 -0.090
O 2.55 3.54 -8.56 0.086
C 3.38 3.85 -9.56 -0.555
O 3.58 4.99 -9.95 0.136
O 3.75 2.78 -10.23 0.114
H 4.92 1.19 -8.38 0.092
H 5.17 0.80 -10.00 0.089
H 3.93 -0.26 -9.15 0.094
H 2.60 1.03 -10.25 0.145
H 2.75 1.70 -7.54 0.132
H 1.37 1.82 -8.71 0.132
Cl 8.47 1.18 -1.46 0.566
C 8.70 2.90 -1.23 -0.708
C 10.03 3.22 -0.49 -0.744
Cl 10.21 4.92 -0.41 0.618
H 7.91 3.29 -0.59 0.066
H 8.76 3.36 -2.22 0.064
H 10.85 2.82 -1.09 0.064
H 10.07 2.73 0.48 0.073
Cl 5.24 10.52 3.81 0.528
C 3.80 9.49 4.12 -0.671
C 3.72 8.24 3.31 -0.639
Cl 4.97 7.00 3.72 0.506
H 3.06 10.17 3.69 0.061
H 3.72 9.37 5.19 0.074
H 4.02 8.57 2.31 0.059
H 2.70 7.86 3.43 0.082
Cl -6.15 -1.91 -3.84 0.524
C -7.07 -3.36 -3.31 -0.682
C -7.49 -4.24 -4.45 -0.675
Cl -8.55 -5.50 -3.78 0.558
H -7.99 -2.97 -2.86 0.062
H -6.48 -3.97 -2.63 0.073
H -6.63 -4.81 -4.80 0.066
H -7.98 -3.73 -5.28 0.075
Cl 5.28 -1.36 8.04 0.512
C 5.88 0.07 7.15 -0.631
C 6.72 -0.55 6.04 -0.724
Cl 8.13 -1.35 6.70 0.562
H 6.42 0.61 7.93 0.062
H 5.10 0.72 6.76 0.078
H 7.17 0.30 5.53 0.058
H 6.16 -1.07 5.27 0.082
Cl -8.87 1.41 1.33 0.437
C -9.09 1.19 3.19 -0.579
C -8.78 -0.24 3.67 -0.699
Cl -9.80 -1.30 2.75 0.569
H -10.12 1.40 3.47 0.063
H -8.42 1.88 3.71 0.066
H -8.95 -0.38 4.73 0.075
H -7.72 -0.42 3.46 0.069
Cl -4.74 6.45 6.01 0.501
C -5.06 7.54 7.44 -0.649
C -5.88 6.98 8.55 -0.692
Cl -6.08 8.15 9.88 0.559
H -5.75 8.28 7.04 0.066
H -4.07 7.82 7.81 0.070
H -5.50 6.05 8.97 0.068
H -6.79 6.56 8.11 0.076
Cl -2.46 -5.56 3.65 0.511
C -1.51 -4.87 5.01 -0.652
C -0.12 -5.39 4.98 -0.649
Cl 0.64 -5.36 3.35 0.504
H -2.08 -5.10 5.90 0.071
H -1.61 -3.78 5.06 0.078
H 0.05 -6.38 5.38 0.077
H 0.53 -4.64 5.43 0.060
Cl 0.81 2.56 -1.00 0.512
C -0.77 2.22 -0.22 -0.643
C -0.78 0.89 0.55 -0.662
Cl 0.43 0.88 1.85 0.536
H -1.43 2.27 -1.09 0.066
H -0.90 2.96 0.56 0.059
H -0.37 0.21 -0.20 0.053
H -1.77 0.61 0.90 0.079
```

Its SMILES is C[C@H]1COC(=O)O1.C[C@H]1COC(=O)O1.ClCCCl.ClCCCl.ClCCCl.ClCCCl.ClCCCl.ClCCCl.ClCCCl.ClCCCl. The value obtained for the frontier orbital gap is 10.7 eV. The HOMO energy is -10.66 eV. As for the lowest unoccupied orbital energy: 0.0 eV.



Entry 8:
# C4H10IP

A 2-piece molecular cluster, C4H10IP overall at a distorted geometry (the ωB97M-V functional and the def2-TZVPD basis, the OMol25 dataset).

XYZ file:
```
16
Properties=species:S:1:pos:R:3:nbo_charge:R:1
C 1.24 -2.10 1.89 -0.416
C -0.70 -2.73 0.40 -0.663
C -0.74 3.58 -1.02 -0.898
C 0.40 -1.79 0.92 -0.157
P 0.34 2.04 -0.75 0.411
I 0.13 0.97 -2.97 -0.155
H 2.01 -1.60 2.41 0.208
H 1.41 2.87 -1.06 -0.036
H 1.03 -3.14 2.13 0.175
H -0.33 -3.67 0.02 0.217
H -1.18 -2.29 -0.45 0.222
H -1.33 -3.02 1.28 0.223
H -0.55 3.90 -2.00 0.224
H -0.44 4.37 -0.21 0.234
H -1.77 3.40 -1.03 0.223
H 0.49 -0.80 0.45 0.189
```

Its SMILES is C=CC.CPI. The value obtained for the frontier orbital gap is 9.3 eV. The HOMO energy is -9.25 eV. As for the lowest unoccupied orbital energy: 0.0 eV.